Density functional theory data (ωB97M-V with the def2-TZVPD basis set) for C17H20AsN5PtS as an isolated structure in a non-equilibrium geometry.

CARTESIAN COORDINATES (ANGSTROEM)
Pt  0.1336  0.0405  -0.0607
As  -0.1698  -4.5838  -0.0346
S  0.2248  -2.3499  -0.2688
N  2.1670  0.4986  -0.0759
N  -1.8814  0.3674  -0.0071
N  1.2773  2.6821  0.0779
N  0.1384  1.9834  0.0571
N  4.4734  0.2421  -0.1587
C  -3.4571  2.1943  0.1276
C  6.0651  2.0531  -0.0887
C  -4.5224  1.2818  0.0887
C  6.2487  3.4135  -0.0097
C  3.6306  2.4725  0.0077
C  -2.8879  -0.4846  -0.0436
C  2.3436  1.8820  0.0052
C  -1.0237  2.5803  0.1111
C  3.8564  3.8593  0.0856
C  4.7613  1.5811  -0.0810
C  3.2376  -0.2566  -0.1552
C  -2.1669  1.7159  0.0783
C  5.1440  4.3177  0.0765
C  0.9300  -5.4060  -1.3554
C  0.3677  -4.9913  1.7504
C  -2.0171  -4.9407  -0.3271
C  -4.2295  -0.0568  0.0024
H  0.6405  -5.0678  -2.3484
H  3.0220  4.5427  0.1492
H  -1.0701  3.6645  0.1731
H  -0.2488  -4.4485  2.4636
H  7.2559  3.8134  -0.0101
H  -2.3003  -4.6331  -1.3317
H  -5.0171  -0.7981  -0.0324
H  -2.6406  -1.5330  -0.1128
H  -5.5473  1.6285  0.1247
H  -2.1193  -6.0265  -0.2336
H  3.1302  -1.3297  -0.2262
H  -3.6325  3.2616  0.1940
H  5.3384  5.3812  0.1341
H  1.4258  -4.7825  1.8853
H  0.1824  -6.0670  1.8414
H  0.7222  -6.4764  -1.2541
H  6.9079  1.3755  -0.1536
H  1.9785  -5.2074  -1.1490
H  -2.6165  -4.4501  0.4365
H  5.2503  -0.4118  -0.2252

The charge is +4. The calculation puts the HOMO energy (spin up / spin down) at -0.7418 / -0.7434 hartree. The calculation puts the HOMO-LUMO gap (spin up / spin down) at 3.4373 / 3.4949 eV. As for the LUMO energy (spin up / spin down): -16.75 / -16.74 eV.

Löwdin population analysis, charges in e, atoms 1 to 4:
1. Pt 1.014
2. As 0.909
3. S 0.160
4. N -0.022



Density functional theory data (ωB97M-V with the def2-TZVPD basis set) for C34H29Cl6N2NaO5P2 as an isolated structure in a non-equilibrium geometry.

CARTESIAN COORDINATES (ANGSTROEM)
Cl  -2.5819  1.8031  2.9263
Cl  3.4718  2.9240  6.1271
Cl  3.2067  -2.3944  5.3561
Cl  1.0180  3.2975  4.2377
Cl  4.5235  0.0680  6.7035
Cl  0.8438  -1.9401  3.3435
P  0.7316  -0.8829  0.2917
P  -1.6116  0.4433  -0.3749
Na  -0.1423  1.3817  1.8582
O  2.5137  2.0433  1.6426
O  -4.0071  1.7913  2.9479
O  -2.0935  1.9258  4.2479
O  -2.1248  2.8878  2.1307
O  -2.1058  0.5796  2.3529
N  3.6548  3.5525  0.4567
N  -0.9300  -1.1542  -0.1650
C  -5.6600  0.7530  -0.0350
C  -1.6054  -1.9344  0.8800
C  -6.1891  -0.3813  -0.6274
C  1.9883  -0.9865  -3.6515
C  3.0439  0.8650  -2.5635
C  2.4836  3.0251  0.9257
C  3.0807  -4.2067  0.6625
C  2.5143  -2.9523  0.7881
C  -1.5765  1.7817  -2.7937
C  1.3332  -1.3084  -2.4777
C  3.2009  0.2908  5.6204
C  -1.3856  -0.4332  -4.4189
C  2.4017  0.5326  -1.3881
C  -3.4169  -0.0273  -0.4861
C  -3.9631  -1.1442  -1.1146
C  -1.4143  -0.5871  -3.0466
C  1.4933  -0.5195  -1.3368
C  2.4365  -5.1902  -0.0730
C  2.8202  0.1169  -3.7139
C  -1.5364  1.9409  -4.1646
C  1.5651  -0.5748  4.1175
C  1.2081  -4.9127  -0.6502
C  -5.3328  -1.3209  -1.1780
C  0.6361  -3.6622  -0.5062
C  -1.4324  0.8279  -4.9871
C  0.4032  2.7644  -0.3971
C  2.6090  -0.8022  5.0040
C  1.6445  1.7175  4.4874
C  -1.4922  0.5230  -2.2106
C  1.2383  3.7061  0.4699
C  1.0348  0.6703  3.8057
C  1.2880  -2.6550  0.2040
C  -4.2893  0.9309  0.0200
C  2.7120  1.5647  5.3596
H  -3.3174  -1.8895  -1.5560
H  0.6566  3.9701  1.3547
H  -0.9450  -2.7257  1.2395
H  -2.5048  -2.3929  0.4668
H  -0.3414  -3.4721  -0.9258
H  -7.2612  -0.5338  -0.6688
H  -1.6745  2.6386  -2.1456
H  -1.4026  0.9435  -6.0638
H  1.8413  -1.6082  -4.5281
H  0.7167  -2.1928  -2.4496
H  -1.8952  -1.3222  1.7303
H  2.8782  -6.1739  -0.1799
H  2.5855  1.0799  -0.4786
H  4.0247  -4.4270  1.1431
H  4.5208  3.0882  0.6816
H  -5.7362  -2.2009  -1.6646
H  0.8185  2.7307  -1.4117
H  -1.3787  -1.5773  -2.6203
H  3.6732  4.3316  -0.1760
H  -1.3331  -1.3070  -5.0570
H  1.5131  4.6483  -0.0469
H  3.0113  -2.1850  1.3648
H  3.3108  0.3795  -4.6426
H  3.7280  1.7022  -2.5937
H  0.6890  -5.6814  -1.2128
H  -6.3140  1.4986  0.3941
H  -1.5917  2.9321  -4.5982
H  -0.5992  3.1895  -0.4408
H  -3.8814  1.8186  0.4787

The charge is -2. As for the energy relative to the best compared isomer or geometry (same formula, charge and spin): 191.3 kJ/mol. The calculation puts the HOMO energy at -0.0194 hartree. The calculation puts the HOMO-LUMO gap at 4.3810 eV. As for the LUMO energy: 3.85 eV.

Löwdin population analysis, charges in e, atoms 1 to 4:
1. Cl 0.603
2. Cl 0.603
3. Cl 0.600
4. Cl 0.711



Density functional theory data (ωB97M-V with the def2-TZVPD basis set) for an isolated ion of composition CH3Cl2N4 and charge +1 in a non-equilibrium geometry.

CARTESIAN COORDINATES (ANGSTROEM)
Cl  2.5354  -1.4335  -0.0080
Cl  -3.9311  -0.6709  0.0134
N  1.0953  -0.3294  -0.0233
N  -2.3090  -0.0239  -0.0884
N  -1.3668  -0.7990  0.0375
N  1.3313  0.8601  0.0727
C  -0.1344  -1.0403  -0.0579
H  0.2298  -2.1535  0.0130
H  2.2693  1.2165  0.2822
H  -2.1293  0.9784  -0.4640

The charge is +1. As for the energy relative to the best compared isomer or geometry (same formula, charge and spin): 324.2 kJ/mol. The SMILES is [H]/N=[N+](Cl)/C=N\NCl. The calculation puts the HOMO energy (spin up / spin down) at -0.5218 / -0.5217 hartree. The calculation puts the HOMO-LUMO gap (spin up / spin down) at 7.7673 / 7.7611 eV. As for the LUMO energy (spin up / spin down): -6.43 / -6.44 eV.

Löwdin population analysis, charges in e, atoms 1 to 4:
1. Cl 0.740
2. Cl 0.703
3. N -0.461
4. N -0.403



Density functional theory data (ωB97M-V with the def2-TZVPD basis set) for a 2-piece molecular cluster, C2H10N2 overall.

CARTESIAN COORDINATES (ANGSTROEM)
N  1.3267  0.6288  -1.2870
N  0.7456  -1.6267  -0.5668
C  -1.3867  0.6233  1.8031
C  0.2965  -0.4159  -1.2171
H  0.0539  -0.6686  -2.2486
H  1.0964  -1.4250  0.3622
H  1.5102  -2.0321  -1.0923
H  -2.0495  -0.1374  1.4013
H  -1.4434  1.5374  1.2145
H  1.0436  1.3686  -1.9220
H  -1.6785  0.8672  2.8245
H  1.4535  1.0840  -0.3884
H  -0.3596  0.2682  1.8330
H  -0.6087  -0.0718  -0.7163

The charge is 0. As for the energy relative to the best compared isomer or geometry (same formula, charge and spin): 15.4 kJ/mol. The SMILES is NCN.C. The calculation puts the HOMO energy at -0.3485 hartree. The calculation puts the HOMO-LUMO gap at 10.4839 eV. As for the LUMO energy: 1.00 eV.

Löwdin population analysis, charges in e, atoms 1 to 4:
1. N -0.013
2. N -0.006
3. C -0.056
4. C -0.389



| no. | calculated total energy (Eh) |
| --- | --- |
| 1 | -3685.2490 |
| 2 | -5404.6614 |
| 3 | -1178.8129 |
| 4 | -191.6915 |